Here is a molecular structure, C23H37O3Zr at a distorted geometry from the OMol25 dataset. Energies are from wB97M-V/def2-TZVPD.

Maximum force in eV Å⁻¹: 3.440
Total charge: +1
Multiplicity: 1
E in Eh: -1170.916541

Geometry as XYZ:
```
64
Properties=species:S:1:pos:R:3:forces:R:3
O -1.163 1.100 -2.480 -1.488 -0.311 0.796
C -2.388 1.907 -2.599 0.530 0.409 0.361
C -2.906 1.108 -3.759 0.464 0.116 0.547
H -1.949 2.848 -2.835 -0.523 -0.216 -0.110
H -3.021 2.001 -1.702 0.569 0.020 -0.263
C -1.423 0.640 -3.877 0.028 0.163 -0.004
H -3.456 1.656 -4.526 0.344 -0.233 -0.213
H -3.495 0.283 -3.349 -0.108 0.005 -0.493
C -0.499 1.552 -4.685 0.148 -0.158 -0.005
H -0.500 2.560 -4.226 -0.293 -0.445 -0.548
H -0.783 1.589 -5.751 0.360 -0.002 0.431
H 0.541 1.216 -4.530 -0.369 -0.098 -0.465
C -1.289 -0.857 -4.063 -0.098 -0.369 -0.534
H -2.104 -1.399 -3.558 0.198 0.306 -0.268
H -0.354 -1.281 -3.698 -0.095 0.180 -0.192
H -1.364 -1.094 -5.138 0.010 0.121 0.336
Zr -0.652 0.757 0.062 2.766 -1.461 -1.431
C -1.347 -1.464 0.535 -1.358 -0.053 0.096
C -1.992 -0.630 1.512 -0.139 -0.616 -0.653
C -2.927 0.200 0.827 -0.069 0.264 -0.655
H -1.906 -0.727 2.594 0.125 0.294 -0.484
C -2.844 -0.100 -0.569 -0.275 -1.815 0.688
C -1.817 -1.090 -0.761 -2.681 -0.506 0.718
H -1.561 -1.608 -1.684 -0.056 0.452 0.499
H -0.794 -2.374 0.733 0.054 0.727 -0.082
H -3.614 0.911 1.291 0.259 -0.293 -0.232
H -3.584 0.199 -1.304 0.562 0.199 0.181
C 1.672 -0.277 0.368 1.257 -0.353 -0.711
C 0.944 -0.958 -0.772 0.420 0.496 1.515
C 1.173 -0.175 -1.910 0.207 0.672 -0.026
H 0.814 -2.043 -0.761 -0.088 0.519 -0.191
C 1.590 1.115 -1.507 0.081 -0.143 -0.155
C 1.792 1.149 -0.114 -0.768 0.323 0.374
H 2.348 1.869 0.491 -0.192 -0.075 -0.501
H 2.680 -0.728 0.464 -0.335 0.269 0.289
H 1.135 -0.549 -2.927 -0.348 0.492 0.244
H 1.688 1.970 -2.172 0.114 -0.250 0.103
O -2.090 4.493 -1.984 -1.224 2.903 -1.146
C -2.726 4.565 -3.318 -0.241 -0.676 -0.567
C -3.230 5.957 -3.691 0.532 -0.027 0.457
H -3.578 3.860 -3.356 0.299 0.290 0.262
H -2.011 4.204 -4.075 -0.097 0.196 0.291
C -3.151 6.731 -2.377 0.081 -0.023 0.590
H -4.252 5.912 -4.064 0.082 -0.038 -0.069
H -2.600 6.412 -4.461 -0.098 -0.102 0.136
C -2.320 5.824 -1.404 -0.053 0.460 0.453
H -4.162 6.921 -1.979 0.489 -0.052 -0.062
H -2.645 7.699 -2.527 -0.289 -0.373 0.230
H -2.832 5.699 -0.433 0.121 -0.091 -0.467
H -1.373 6.344 -1.183 -0.041 -0.589 -0.204
C 1.572 -2.704 1.774 -0.089 -0.284 -0.091
C 1.515 -1.356 2.488 -0.181 0.133 0.301
C 0.552 -1.366 3.667 0.051 -0.115 0.286
C 2.942 -0.928 2.842 0.256 0.209 0.319
O 0.942 -0.314 1.603 1.100 -0.233 -0.275
H 1.944 -3.477 2.457 -0.001 0.252 -0.084
H 2.238 -2.671 0.899 -0.145 -0.126 0.388
H 0.583 -3.024 1.437 0.365 -0.075 0.218
H 0.901 -2.005 4.488 0.040 0.144 -0.265
H 0.411 -0.351 4.060 0.119 -0.202 -0.087
H -0.427 -1.744 3.350 0.307 -0.036 0.093
H 3.596 -0.925 1.956 -0.217 -0.052 0.479
H 2.963 0.085 3.269 -0.076 -0.319 -0.030
H 3.401 -1.627 3.557 -0.302 0.195 -0.124
```
Positions in Å, forces in eV/Å.

=====

Here is 2 unconnected molecules or ions with the total composition C5H11NO at a distorted geometry from the OMol25 dataset. Energies are from wB97M-V/def2-TZVPD.

Maximum force in eV Å⁻¹: 6.364
Multiplicity: 1
SMILES: C=NC(=C)CC.O
E in Eh: -326.978205

Geometry as XYZ:
```
18
Properties=species:S:1:pos:R:3:forces:R:3
C -1.406 -0.763 -2.539 -1.957 1.358 -2.508
N -1.293 -0.585 -1.317 0.248 1.050 2.542
C -0.399 0.306 -0.584 3.174 -2.066 -2.178
C 0.972 0.078 -0.902 -5.100 -0.588 -1.036
C -1.176 1.188 0.399 0.888 1.536 -1.948
C -0.480 2.700 0.383 -0.102 -3.901 0.353
H -0.927 -0.204 -3.429 0.125 -0.707 1.543
H -2.404 -1.201 -2.835 1.405 -0.519 0.009
H 1.829 0.566 -0.546 0.811 0.569 0.701
H 1.042 -0.665 -1.766 0.455 1.112 1.491
H -1.215 0.657 1.358 -0.087 0.575 -0.061
H -2.203 1.268 -0.063 0.980 -0.116 0.834
H -0.045 2.837 -0.588 0.143 0.121 -0.469
H 0.304 2.703 1.123 0.231 0.251 0.237
H -1.201 3.423 0.571 -1.216 1.324 0.489
O 2.924 -3.782 3.161 -1.065 -4.132 4.721
H 3.325 -3.888 4.113 -0.079 1.421 -2.492
H 2.352 -4.640 3.461 1.147 2.713 -2.228
```
Positions in Å, forces in eV/Å.

=====

Here is a molecular structure, C4H8N4OS at a distorted geometry from the OMol25 dataset. Energies are from wB97M-V/def2-TZVPD.

Maximum force in eV Å⁻¹: 4.996
Multiplicity: 1
E in Eh: -849.500268

Geometry as XYZ:
```
18
Properties=species:S:1:pos:R:3:forces:R:3
C 2.138 -1.037 0.477 1.297 1.867 -1.018
C 3.325 -1.276 -0.244 1.240 0.453 -0.824
C 1.841 0.299 0.216 -0.909 -0.216 0.211
C -1.731 1.062 -1.426 1.337 -0.693 2.407
N 3.658 -0.168 -0.969 0.504 -1.546 0.468
N 0.003 1.622 1.971 -0.413 -0.344 1.831
N 2.762 0.742 -0.667 -0.842 -1.099 1.129
N -0.993 0.019 -0.580 1.504 3.065 1.965
O 0.476 2.447 -0.282 0.809 1.907 -1.092
S 0.364 1.333 0.578 -1.337 -4.580 -1.481
H 1.607 -1.681 1.072 -1.064 -1.355 1.364
H 4.048 -2.163 -0.263 -1.534 1.449 -0.020
H -1.697 0.515 -2.355 -0.910 0.786 -0.788
H -2.675 1.267 -0.893 -0.017 -0.595 -0.900
H -1.202 2.045 -1.375 -0.179 -0.846 -0.870
H -0.298 0.965 2.712 0.437 0.441 -1.196
H 2.640 1.572 -1.171 0.281 1.364 -0.799
H -0.173 -0.302 -1.095 -0.202 -0.054 -0.388
```
Positions in Å, forces in eV/Å.

=====

Here is a molecular structure, C30H18N7O7Rh from the OMol25 dataset. Energies are from wB97M-V/def2-TZVPD.

Maximum force in eV Å⁻¹: 0.206
Multiplicity: 1
E in Eh: -2174.440019

Geometry as XYZ:
```
63
Properties=species:S:1:pos:R:3:forces:R:3
Rh 0.168 0.703 -1.437 0.043 -0.065 0.060
N -4.447 -8.327 0.148 -0.002 -0.004 0.001
C -3.940 -7.318 -0.063 -0.004 -0.007 0.002
C -3.304 -6.054 -0.324 0.003 0.010 -0.006
C -3.708 -5.287 -1.415 0.001 -0.005 0.005
C -3.100 -4.069 -1.658 0.003 0.000 0.000
C -2.081 -3.613 -0.827 0.014 -0.008 0.015
C -1.676 -4.389 0.256 0.003 0.005 -0.005
C -2.288 -5.603 0.514 0.003 0.001 0.003
C -1.418 -2.308 -1.094 -0.073 0.143 -0.082
C -2.206 -1.152 -0.963 0.061 -0.192 0.045
C -3.577 -1.083 -0.620 -0.037 0.103 0.041
C -3.944 0.249 -0.685 -0.031 -0.108 -0.050
C -2.794 0.960 -1.062 0.097 0.008 0.040
N -1.756 0.133 -1.216 -0.036 0.017 -0.041
C -0.090 -2.344 -1.495 0.045 -0.053 0.047
C 0.695 -3.496 -1.793 -0.020 0.022 0.071
C 1.922 -3.053 -2.215 -0.034 0.065 -0.058
C 1.869 -1.639 -2.184 0.042 -0.065 0.011
N 0.687 -1.220 -1.758 -0.037 0.031 -0.017
H -4.493 -5.649 -2.065 -0.001 0.000 -0.001
H -3.407 -3.467 -2.504 -0.001 0.000 -0.002
H -0.881 -4.034 0.898 0.001 -0.003 0.003
H -1.982 -6.205 1.358 -0.001 -0.002 0.000
H -4.207 -1.920 -0.370 0.005 -0.006 0.008
H -4.916 0.673 -0.499 -0.002 0.006 -0.005
H -2.668 2.023 -1.189 0.006 0.005 0.001
H 0.358 -4.517 -1.715 -0.001 -0.003 0.009
H 2.765 -3.644 -2.533 -0.001 -0.002 -0.013
H 2.633 -0.927 -2.455 -0.002 0.012 0.008
O 3.730 2.627 -2.064 0.017 0.025 0.015
C 2.605 2.399 -1.677 -0.091 -0.093 0.039
O 2.008 1.258 -1.929 0.038 0.052 -0.013
C 1.879 3.421 -0.834 0.000 -0.008 0.028
C 2.663 4.420 -0.274 0.006 -0.009 -0.015
C 2.099 5.413 0.501 -0.070 -0.016 0.006
C 0.735 5.451 0.750 0.066 0.051 -0.003
C -0.027 4.452 0.210 0.025 -0.125 -0.075
C 0.483 3.424 -0.620 0.032 0.112 0.025
O -0.367 2.597 -1.160 -0.137 0.118 -0.055
N -1.459 4.421 0.530 0.019 0.017 0.047
O -2.137 5.370 0.211 0.004 0.035 -0.008
O -1.873 3.443 1.133 -0.016 0.000 -0.018
N 2.948 6.450 1.087 0.016 -0.006 0.024
O 4.141 6.395 0.870 0.005 0.006 -0.006
O 2.406 7.303 1.765 -0.003 0.012 0.000
H 3.725 4.413 -0.471 -0.003 0.004 0.005
H 0.304 6.232 1.359 -0.009 -0.005 -0.006
N -0.033 0.829 2.620 0.027 0.011 0.027
C -0.527 0.816 1.377 -0.071 0.046 -0.018
N 0.418 0.573 0.496 0.081 -0.055 -0.068
C 1.619 0.427 1.196 0.002 -0.069 0.015
C 2.918 0.156 0.772 -0.024 0.048 -0.027
C 3.891 0.081 1.746 0.016 -0.004 0.000
C 3.595 0.259 3.107 -0.014 0.002 -0.011
C 2.310 0.516 3.535 0.001 -0.001 0.007
C 1.332 0.595 2.550 0.018 -0.028 0.012
H -0.569 1.042 3.444 -0.014 0.000 -0.004
H -1.559 1.013 1.144 0.014 -0.014 -0.029
H 3.147 0.044 -0.277 0.015 -0.011 0.011
H 4.914 -0.112 1.452 0.000 -0.001 0.001
H 4.394 0.197 3.833 0.000 -0.003 0.003
H 2.074 0.653 4.581 0.006 0.001 0.003
```
Positions in Å, forces in eV/Å.

=====

Question: What is the formula in the first record?
Answer: C23H37O3Zr